Record 1
The following is a quantum chemistry calculation of the ion C5H12NS with charge -2 at a distorted geometry, from OMol25.

Values from the calculation:
- E_LUMO (spin up / spin down) (eV) = 5.867 / 5.856
- multiplicity = 2
- Kohn-Sham gap (spin up / spin down) (Eh) = 0.078 / 0.212
- net charge = -2
- energy above the lowest of the compared OMol25 structures with the same formula, charge and spin (eV) = 0.8208

Each line ends with the Löwdin spin population.
Geometry (Å):
C 1.63784 0.14733 -0.18760  0.00
C 1.50954 -0.48214 -1.57821  0.00
S 2.14513 0.56799 -2.91309  0.01
C 0.55028 -0.44592 0.74197  0.04
N -0.86539 -0.33152 0.21235  0.01
C -1.08866 1.01543 -0.31201  0.05
C -1.81836 -0.60092 1.26745  0.44
H 2.65247 -0.15132 0.22361  0.00
H 1.56175 1.22179 -0.05743  0.00
H 0.42877 -0.50994 -1.77366  0.00
H 1.78896 -1.56020 -1.57186  0.00
H 0.82981 -1.42915 1.13447  0.03
H 0.43395 0.28026 1.56559  0.02
H -0.81701 1.84100 0.36579  0.02
H -0.52548 1.15350 -1.25312  0.00
H -2.13626 1.15913 -0.63959  0.03
H -1.64870 -1.58444 1.69032  0.11
H -2.92356 -0.45863 0.99631  0.13
H -1.71508 0.16774 2.08871  0.10


Record 2
The following is a quantum chemistry calculation of the ion C5H12NS with charge +1 at a distorted geometry, from OMol25.

Values from the calculation:
- E_LUMO (eV) = -3.162
- multiplicity = 1
- Kohn-Sham gap (Eh) = 0.378
- net charge = +1
- energy above the lowest of the compared OMol25 structures with the same formula, charge and spin (eV) = 1.9495

Each line ends with the Mulliken charge.
Geometry (Å):
C 1.27438 -0.15746 1.05040  -1.73
C 0.25789 -0.30585 -0.01435  0.68
C 0.63083 -1.34954 -1.08733  -1.15
C -1.36621 -0.92035 0.74921  -0.72
S -2.72223 -0.09150 -0.14264  -0.01
C -1.69746 1.37921 -0.03806  -0.69
N -0.34355 1.03730 -0.53672  -0.10
H 2.15549 0.36464 0.78708  0.45
H 1.57851 -1.16104 1.24221  0.50
H 0.91125 0.26960 1.99435  0.39
H 0.07504 -2.30807 -0.96625  0.27
H 1.76202 -1.63265 -0.82816  0.37
H 0.55336 -0.90167 -2.03765  0.37
H -1.34354 -2.02591 0.70468  0.47
H -1.28472 -0.58782 1.83149  0.34
H -1.65467 1.72154 0.91985  0.39
H -2.23756 2.11452 -0.57792  0.41
H -0.53456 0.91526 -1.49436  0.37
H 0.28814 1.81431 -0.45278  0.37


Record 3
The following is a quantum chemistry calculation of a cluster of 2 separate species, C5H12NS in total at a distorted geometry, from OMol25.

Values from the calculation:
- E_LUMO (spin up / spin down) (eV) = -5.164 / -5.166
- multiplicity = 1
- Kohn-Sham gap (spin up / spin down) (Eh) = 0.287 / 0.287
- net charge = +1
- energy above the lowest of the compared OMol25 structures with the same formula, charge and spin (eV) = 4.1264

Each line ends with the Mulliken charge.
Geometry (Å):
C 0.71078 0.75820 -0.29711  1.38
C 0.75629 2.20217 -0.24039  -1.50
C 1.94119 -0.06353 -0.11680  -1.52
C -0.26690 -2.04996 -0.61209  -0.57
C -2.60310 -0.19974 0.82840  -0.72
N -0.39255 0.14921 -0.53450  -0.29
S -1.91936 0.64836 -0.63996  0.02
H 0.40882 2.48929 0.75676  0.35
H 0.07500 2.73687 -0.94518  0.38
H 1.68218 2.59114 -0.37626  0.48
H 2.27736 -0.64007 -0.87938  0.48
H 2.03762 -0.86230 0.78407  0.31
H 2.75893 0.68457 0.02314  0.33
H 0.61796 -1.85202 -1.36226  0.32
H -1.26702 -2.02374 -0.99509  0.37
H -0.17376 -2.44348 0.38454  0.32
H -3.65672 -0.13402 0.69038  0.35
H -2.24110 0.42390 1.67069  0.27
H -2.24421 -1.27304 0.93290  0.25


Record 4
The following is a quantum chemistry calculation of the ion C5H12NSe with charge +1 at a distorted geometry, from OMol25.

Values from the calculation:
- E_LUMO (eV) = -3.220
- multiplicity = 1
- Kohn-Sham gap (Eh) = 0.355
- net charge = +1
- energy above the lowest of the compared OMol25 structures with the same formula, charge and spin (eV) = 0.3961

Each line ends with the Mulliken charge.
Geometry (Å):
C -0.71071 1.16787 -1.27168  -1.37
C -0.46165 0.03865 -0.24513  0.24
C -1.79657 -0.23187 0.70372  -1.19
N 0.81882 0.32659 0.46772  -0.17
C 1.97383 -0.20664 -0.27833  -0.55
C 1.69445 -1.70886 -0.24242  -0.66
Se -0.00578 -1.67768 -1.28336  0.20
H 0.12355 1.74943 -1.38871  0.47
H -1.56602 1.77450 -1.02675  0.38
H -0.84421 0.67600 -2.19700  0.41
H -1.58005 -1.03578 1.45676  0.38
H -2.55427 -0.53909 -0.08157  0.38
H -2.07218 0.60513 1.38642  0.38
H 0.85638 -0.11279 1.33918  0.29
H 0.91186 1.28480 0.68194  0.38
H 3.00765 0.23598 0.12465  0.35
H 1.78020 0.12149 -1.40462  0.34
H 2.39052 -2.33268 -0.82060  0.45
H 1.67185 -2.04981 0.89520  0.29


Record 5
The following is a quantum chemistry calculation of the molecule C5H12O, from OMol25.

Values from the calculation:
- E_LUMO (eV) = 1.193
- multiplicity = 1
- Kohn-Sham gap (Eh) = 0.403
- energy above the lowest of the compared OMol25 structures with the same formula, charge and spin (eV) = 0.5189

Each line ends with the Mulliken charge.
Geometry (Å):
C 2.98671 -0.26309 0.03009  -1.20
C 1.58017 -0.81043 -0.19542  -0.21
C 0.52117 0.24781 0.05810  -0.56
O -0.74518 -0.29675 -0.21696  -0.28
C -1.79942 0.59964 0.04490  -0.22
C -3.06593 0.02566 -0.55817  -1.19
H 3.74635 -1.03093 -0.14600  0.35
H 3.10983 0.09985 1.05749  0.32
H 3.19675 0.57457 -0.64553  0.32
H 1.38773 -1.66521 0.46357  0.27
H 1.46865 -1.17334 -1.22415  0.26
H 0.57710 0.59923 1.10422  0.29
H 0.70180 1.12734 -0.58610  0.31
H -1.57723 1.58655 -0.39559  0.30
H -1.91284 0.74919 1.13260  0.29
H -3.93055 0.65534 -0.32530  0.38
H -3.24695 -0.97924 -0.16541  0.30
H -2.96504 -0.04527 -1.64541  0.29


Record 6
The following is a quantum chemistry calculation of the molecule C5H12O at a distorted geometry, from OMol25.

Values from the calculation:
- E_LUMO (eV) = 1.190
- multiplicity = 1
- Kohn-Sham gap (Eh) = 0.391
- energy above the lowest of the compared OMol25 structures with the same formula, charge and spin (eV) = 1.5524

Each line ends with the Mulliken charge.
Geometry (Å):
C 2.65835 -0.21657 0.40816  -1.18
C 1.41471 0.50997 -0.13143  -0.24
O 0.28985 -0.34289 -0.33478  -0.47
C -1.11884 0.29125 -0.25595  0.52
C -1.95133 -0.44208 -1.29269  -1.45
C -1.44026 0.00097 1.19495  -0.97
H 2.95687 -1.04676 -0.23929  0.29
H 2.50597 -0.61035 1.41907  0.31
H 3.50970 0.48169 0.45745  0.36
H 1.17062 1.32948 0.56337  0.29
H 1.66330 0.95123 -1.10242  0.31
H -1.01880 1.35783 -0.48270  0.35
H -2.97257 -0.05245 -1.41532  0.37
H -2.03046 -1.49819 -1.01378  0.34
H -1.43856 -0.36775 -2.25204  0.34
H -1.48313 0.86580 1.86430  0.25
H -0.45249 -0.51292 1.22098  0.27
H -2.26295 -0.69827 1.39212  0.31


Record 7
The following is a quantum chemistry calculation of the molecule C5H12O, from OMol25.

Values from the calculation:
- E_LUMO (eV) = 1.196
- multiplicity = 1
- Kohn-Sham gap (Eh) = 0.402
- energy above the lowest of the compared OMol25 structures with the same formula, charge and spin (eV) = 0.5344

Each line ends with the Mulliken charge.
Geometry (Å):
C -1.57892 0.48321 2.49217  -1.21
C -1.26406 0.76694 1.02351  -0.20
C -0.14905 -0.14589 0.53052  -0.58
O 0.13772 0.10855 -0.82158  -0.28
C 1.17998 -0.68694 -1.34725  -0.22
C 1.14387 -0.50721 -2.85256  -1.17
H -2.37222 1.13709 2.86729  0.35
H -0.69454 0.63754 3.12207  0.32
H -1.90847 -0.55312 2.63368  0.32
H -0.96589 1.81438 0.89460  0.27
H -2.16018 0.61750 0.40856  0.26
H 0.75076 0.00658 1.15197  0.29
H -0.45711 -1.19895 0.65596  0.30
H 1.04269 -1.74624 -1.06769  0.30
H 2.15746 -0.37410 -0.93972  0.29
H 1.96803 -1.02382 -3.35510  0.37
H 1.20775 0.56097 -3.07844  0.29
H 0.19584 -0.88309 -3.24870  0.29


Record 8
The following is a quantum chemistry calculation of the molecule C5H12O, from OMol25.

Values from the calculation:
- E_LUMO (eV) = 0.902
- multiplicity = 1
- Kohn-Sham gap (Eh) = 0.292
- energy above the lowest of the compared OMol25 structures with the same formula, charge and spin (eV) = 4.5597

Each line ends with the Mulliken charge.
Geometry (Å):
C -0.88082 -1.85095 0.77201  -1.23
C 0.27082 -0.89107 0.54239  -0.20
O -0.17872 0.40733 0.12646  -0.06
C 0.97313 1.42417 -0.66269  -0.46
C 0.92501 0.85771 -2.06363  -0.86
C -0.89995 1.14090 1.12109  -0.81
H -1.49173 -1.94045 -0.13129  0.31
H -1.52033 -1.53258 1.60125  0.33
H -0.48288 -2.84088 1.01858  0.39
H 0.88731 -0.76820 1.44389  0.35
H 0.90837 -1.23879 -0.27261  0.34
H 1.86571 0.98944 -0.16579  0.10
H 1.71348 1.39355 -2.61157  0.36
H -0.02057 1.08917 -2.56898  0.22
H 1.12744 -0.22230 -2.20708  0.24
H -0.52312 0.89493 2.12109  0.34
H -1.96492 0.90125 1.04899  0.25
H -0.70823 2.18677 0.88790  0.40


Record 9
The following is a quantum chemistry calculation of a cluster of 2 separate species, C5H12O in total, from OMol25.

Values from the calculation:
- E_LUMO (eV) = 0.666
- multiplicity = 1
- Kohn-Sham gap (Eh) = 0.351
- energy above the lowest of the compared OMol25 structures with the same formula, charge and spin (eV) = 3.1779

Each line ends with the Mulliken charge.
Geometry (Å):
C -1.08329 1.26416 -0.28231  -1.49
C -0.40366 -0.10212 -0.20870  1.44
C -1.12940 -1.15405 -1.04417  -1.53
C -0.25326 -0.54937 1.24559  -1.35
C 2.65379 0.12145 -0.38145  -0.32
O 2.68601 0.90053 0.67813  -0.31
H -1.14149 1.62897 -1.31377  0.38
H -0.53049 2.00566 0.30807  0.33
H -2.10366 1.21657 0.11878  0.35
H -1.17808 -0.85577 -2.09742  0.37
H -0.60656 -2.11661 -0.99338  0.36
H -2.15503 -1.30862 -0.68627  0.35
H -1.23414 -0.58072 1.73802  0.41
H 0.18907 -1.55048 1.31776  0.34
H 0.38550 0.13940 1.81105  0.32
H 2.56478 -0.89393 0.07746  0.14
H 0.59499 0.01662 -0.65606  -0.16
H 2.74493 1.81830 0.36868  0.37


Record 10
The following is a quantum chemistry calculation of the molecule C5H12O at a distorted geometry, from OMol25.

Values from the calculation:
- E_LUMO (eV) = 1.129
- multiplicity = 1
- Kohn-Sham gap (Eh) = 0.407
- energy above the lowest of the compared OMol25 structures with the same formula, charge and spin (eV) = 1.5496

Each line ends with the Mulliken charge.
Geometry (Å):
C 2.73586 -0.41804 -0.13697  -1.10
C 1.30645 -0.45753 0.34318  -0.11
C 0.52545 0.71562 -0.21271  -0.82
C -0.95361 0.78182 0.19723  -0.44
O -1.44470 -0.50734 -0.13949  -0.25
C -2.89185 -0.49304 -0.05639  -0.65
H 2.67840 -0.23772 -1.29788  0.25
H 3.30812 -1.33438 0.06914  0.33
H 3.25106 0.45135 0.29569  0.31
H 1.22240 -0.30900 1.47822  0.20
H 0.82873 -1.38169 -0.00104  0.26
H 1.09304 1.60843 0.07539  0.35
H 0.56436 0.66006 -1.31159  0.36
H -1.04188 0.99404 1.32216  0.28
H -1.54288 1.60562 -0.41646  0.31
H -3.23706 -0.38735 1.03660  0.26
H -3.05768 -1.59409 -0.45061  0.21
H -3.34420 0.30324 -0.79448  0.27


Record 11
The following is a quantum chemistry calculation of the molecule C5H12O, from OMol25.

Values from the calculation:
- E_LUMO (eV) = 1.167
- multiplicity = 1
- Kohn-Sham gap (Eh) = 0.400
- energy above the lowest of the compared OMol25 structures with the same formula, charge and spin (eV) = 0.7257

Each line ends with the Mulliken charge.
Geometry (Å):
C -0.56638 2.10048 -1.16039  -1.23
C 0.46611 1.04686 -0.74499  -0.64
C -0.00209 -0.28087 -0.12787  0.53
C 1.13015 -1.33524 -0.23174  -1.36
O -0.38029 -0.00518 1.21135  -0.35
C -0.80636 -1.13868 1.92276  -0.72
H -1.28199 1.72401 -1.90076  0.33
H -1.13140 2.50564 -0.31605  0.30
H -0.03869 2.94052 -1.62936  0.35
H 1.14366 1.49591 -0.00847  0.30
H 1.07186 0.79911 -1.62427  0.36
H -0.88574 -0.66958 -0.66785  0.25
H 1.17015 -1.71731 -1.25580  0.37
H 1.01747 -2.22231 0.40243  0.41
H 2.10321 -0.89666 0.01797  0.29
H -1.74637 -1.55192 1.51746  0.29
H -0.04190 -1.92512 1.87829  0.27
H -0.95412 -0.84067 2.96393  0.26


Record 12
The following is a quantum chemistry calculation of the molecule C5H12O at a distorted geometry, from OMol25.

Values from the calculation:
- E_LUMO (eV) = 0.963
- multiplicity = 1
- Kohn-Sham gap (Eh) = 0.388
- energy above the lowest of the compared OMol25 structures with the same formula, charge and spin (eV) = 1.9215

Each line ends with the Mulliken charge.
Geometry (Å):
C -1.91697 0.57857 0.24078  -0.59
O -0.65303 1.14438 0.45688  -0.43
C 0.30804 0.22800 0.02020  1.32
C -0.03595 -1.39026 0.69049  -1.38
C 0.32011 0.10916 -1.51608  -1.53
C 1.66160 0.73967 0.55689  -1.54
H -1.73432 -0.48219 0.45423  0.27
H -2.24938 0.67804 -0.80123  0.24
H -2.62958 1.05344 0.91532  0.28
H -0.96305 -2.04437 0.74613  0.40
H 0.62588 -2.02355 0.10756  0.37
H 0.26073 -1.35486 1.74257  0.33
H -0.56165 -0.44078 -1.84970  0.41
H 0.32613 1.07572 -2.04796  0.37
H 1.21047 -0.44155 -1.83152  0.38
H 2.18581 1.47429 -0.08352  0.36
H 1.52443 1.21762 1.53418  0.37
H 2.32072 -0.12135 0.66478  0.36


Please write out number 5 again, unchanged.
The following is a quantum chemistry calculation of the molecule C5H12O, from OMol25.

Values from the calculation:
- E_LUMO (eV) = 1.193
- multiplicity = 1
- Kohn-Sham gap (Eh) = 0.403
- energy above the lowest of the compared OMol25 structures with the same formula, charge and spin (eV) = 0.5189

Each line ends with the Mulliken charge.
Geometry (Å):
C 2.98671 -0.26309 0.03009  -1.20
C 1.58017 -0.81043 -0.19542  -0.21
C 0.52117 0.24781 0.05810  -0.56
O -0.74518 -0.29675 -0.21696  -0.28
C -1.79942 0.59964 0.04490  -0.22
C -3.06593 0.02566 -0.55817  -1.19
H 3.74635 -1.03093 -0.14600  0.35
H 3.10983 0.09985 1.05749  0.32
H 3.19675 0.57457 -0.64553  0.32
H 1.38773 -1.66521 0.46357  0.27
H 1.46865 -1.17334 -1.22415  0.26
H 0.57710 0.59923 1.10422  0.29
H 0.70180 1.12734 -0.58610  0.31
H -1.57723 1.58655 -0.39559  0.30
H -1.91284 0.74919 1.13260  0.29
H -3.93055 0.65534 -0.32530  0.38
H -3.24695 -0.97924 -0.16541  0.30
H -2.96504 -0.04527 -1.64541  0.29